{"formula": "C30H88N4O19", "method": "ωB97M-V/def2-TZVPD", "de_lowest_kj_mol": 0.0, "spin_multiplicity": 1, "gap_ev": 9.1, "homo_energy_ev": -8.7373, "e_tot_ev": -77393.7972, "smiles": "COC[C@H](C)N.COC[C@H](C)N.COC[C@H](C)N.COC[C@H](C)N.OCCO.OCCO.OCCO.OCCO.OCCO.OCCO.OCCO.O", "elements": ["C", "O", "C", "C", "C", "N", "H", "H", "H", "H", "H", "H", "H", "H", "H", "H", "H", "C", "O", "C", "C", "C", "N", "H", "H", "H", "H", "H", "H", "H", "H", "H", "H", "H", "C", "O", "C", "C", "C", "N", "H", "H", "H", "H", "H", "H", "H", "H", "H", "H", "H", "C", "O", "C", "C", "C", "N", "H", "H", "H", "H", "H", "H", "H", "H", "H", "H", "H", "O", "C", "C", "O", "H", "H", "H", "H", "H", "H", "O", "C", "C", "O", "H", "H", "H", "H", "H", "H", "O", "C", "C", "O", "H", "H", "H", "H", "H", "H", "O", "C", "C", "O", "H", "H", "H", "H", "H", "H", "O", "C", "C", "O", "H", "H", "H", "H", "H", "H", "O", "C", "C", "O", "H", "H", "H", "H", "H", "H", "O", "C", "C", "O", "H", "H", "H", "H", "H", "H", "O", "H", "H"], "xyz": [[-4.181, -6.414, -18.871], [-4.886, -7.333, -19.682], [-4.696, -7.172, -21.079], [-5.029, -8.510, -21.727], [-4.840, -8.626, -23.214], [-6.399, -8.958, -21.390], [-4.453, -6.663, -17.844], [-4.608, -5.430, -19.105], [-3.092, -6.481, -18.935], [-5.422, -6.418, -21.420], [-3.692, -6.788, -21.282], [-4.414, -9.271, -21.237], [-4.803, -9.657, -23.549], [-3.924, -8.104, -23.519], [-5.598, -8.058, -23.760], [-6.510, -8.910, -20.381], [-7.079, -8.286, -21.741], [0.189, -5.428, -29.967], [-0.743, -5.990, -30.869], [-0.903, -7.393, -30.680], [-2.359, -7.770, -30.868], [-2.705, -9.216, -30.420], [-2.649, -7.886, -32.341], [1.199, -5.814, -30.132], [-0.129, -5.612, -28.934], [0.168, -4.346, -30.122], [-0.261, -7.916, -31.393], [-0.562, -7.771, -29.710], [-3.126, -7.134, -30.426], [-2.296, -10.031, -31.016], [-3.776, -9.419, -30.381], [-2.340, -9.247, -29.388], [-2.852, -6.956, -32.696], [-3.405, -8.527, -32.515], [-6.751, -7.113, -29.365], [-7.593, -7.023, -28.241], [-8.810, -6.303, -28.435], [-9.921, -7.250, -28.885], [-11.305, -6.576, -28.880], [-10.048, -8.386, -27.976], [-6.970, -7.846, -30.145], [-5.745, -7.356, -29.012], [-6.626, -6.129, -29.829], [-9.059, -5.889, -27.455], [-8.666, -5.416, -29.056], [-9.801, -7.674, -29.884], [-11.590, -6.277, -27.870], [-12.053, -7.297, -29.219], [-11.533, -5.773, -29.589], [-9.348, -9.088, -28.183], [-9.895, -8.092, -27.016], [4.896, -6.926, -24.836], [4.095, -6.204, -23.891], [2.833, -6.826, -23.699], [1.924, -5.799, -22.998], [2.518, -5.256, -21.702], [0.625, -6.395, -22.719], [4.321, -7.493, -25.567], [5.618, -7.511, -24.263], [5.465, -6.155, -25.365], [2.395, -7.301, -24.581], [2.941, -7.668, -22.993], [1.860, -5.017, -23.768], [1.740, -4.698, -21.183], [3.384, -4.609, -21.833], [2.864, -6.105, -21.108], [-0.066, -5.894, -22.183], [0.218, -6.542, -23.640], [-4.551, -10.064, -27.177], [-5.551, -10.741, -26.419], [-6.921, -10.056, -26.554], [-6.895, -8.694, -26.203], [-4.264, -9.252, -26.734], [-5.594, -11.748, -26.827], [-5.209, -10.680, -25.382], [-7.717, -10.537, -25.980], [-7.185, -10.251, -27.602], [-7.182, -8.098, -26.929], [3.957, -5.456, -28.102], [3.609, -4.779, -26.892], [2.178, -4.277, -26.837], [1.211, -5.290, -26.582], [4.307, -4.790, -28.697], [3.805, -5.431, -26.041], [4.234, -3.886, -26.801], [1.841, -3.754, -27.749], [2.072, -3.443, -26.137], [1.548, -6.070, -27.054], [-0.371, -10.917, -22.221], [-0.755, -10.814, -23.604], [0.419, -11.213, -24.495], [1.358, -10.119, -24.674], [0.289, -10.225, -22.078], [-1.586, -11.514, -23.666], [-1.036, -9.789, -23.850], [0.109, -11.515, -25.502], [0.959, -12.119, -24.212], [2.037, -10.287, -24.010], [2.080, -7.704, -28.125], [2.159, -9.074, -28.439], [2.997, -9.381, -29.682], [4.300, -8.857, -29.561], [2.953, -7.286, -28.074], [2.593, -9.638, -27.604], [1.146, -9.466, -28.536], [2.533, -9.054, -30.619], [3.054, -10.481, -29.653], [4.823, -9.148, -30.311], [-2.790, -4.475, -31.643], [-3.320, -4.055, -30.384], [-4.626, -3.336, -30.659], [-4.465, -1.974, -31.060], [-2.025, -5.051, -31.365], [-3.494, -4.930, -29.743], [-2.633, -3.414, -29.819], [-5.327, -3.337, -29.823], [-5.115, -3.815, -31.514], [-4.199, -1.954, -31.982], [-0.246, -7.926, -25.271], [-0.871, -8.066, -26.528], [-2.155, -7.220, -26.546], [-2.999, -7.705, -27.590], [0.215, -8.735, -25.000], [-0.213, -7.824, -27.362], [-1.302, -9.076, -26.516], [-1.902, -6.164, -26.658], [-2.653, -7.354, -25.585], [-3.701, -7.068, -27.764], [-3.619, -4.060, -24.906], [-4.694, -4.291, -25.798], [-5.537, -5.480, -25.399], [-5.203, -6.658, -26.073], [-3.932, -3.734, -24.060], [-5.308, -3.388, -25.908], [-4.302, -4.348, -26.816], [-6.602, -5.247, -25.565], [-5.486, -5.615, -24.308], [-5.780, -7.428, -25.880], [-0.689, -2.974, -26.014], [-0.360, -3.848, -26.270], [-0.845, -2.516, -26.847]]}

***

{"formula": "C30H89N3O14PS", "method": "ωB97M-V/def2-TZVPD", "charge": 1, "spin_multiplicity": 1, "gap_ev": 9.1, "homo_energy_ev": -11.2830, "e_tot_ev": -85801.3072, "elements": ["C", "C", "P", "C", "C", "C", "C", "C", "C", "C", "S", "N", "C", "N", "N", "C", "C", "C", "C", "C", "C", "O", "C", "H", "H", "H", "H", "H", "H", "H", "H", "H", "H", "H", "H", "H", "H", "H", "H", "H", "H", "H", "H", "H", "H", "H", "H", "H", "H", "H", "H", "H", "H", "H", "H", "H", "H", "H", "H", "H", "C", "O", "H", "H", "H", "H", "C", "O", "H", "H", "H", "H", "C", "O", "H", "H", "H", "H", "C", "O", "H", "H", "H", "H", "C", "O", "H", "H", "H", "H", "C", "O", "H", "H", "H", "H", "C", "O", "H", "H", "H", "H", "C", "O", "H", "H", "H", "H", "C", "O", "H", "H", "H", "H", "C", "O", "H", "H", "H", "H", "C", "O", "H", "H", "H", "H", "C", "O", "H", "H", "H", "H", "C", "O", "H", "H", "H", "H"], "xyz": [[2.106, 5.403, 2.856], [3.178, 5.441, 1.742], [2.540, 4.740, 0.154], [3.647, 5.491, -1.114], [3.248, 3.009, 0.208], [2.921, 2.294, 1.519], [3.568, 0.916, 1.549], [2.796, -0.123, 2.362], [1.417, -0.483, 1.772], [0.402, -0.886, 2.840], [1.046, -2.411, 3.594], [3.781, 0.421, 0.149], [2.980, 0.887, -0.836], [2.398, -0.008, -1.703], [2.832, 2.194, -0.968], [1.737, 2.683, -1.839], [0.343, 2.526, -1.208], [-0.611, 1.569, -1.946], [-1.573, 0.865, -0.968], [-3.003, 1.442, -0.920], [-3.540, 1.592, 0.514], [-3.485, 2.925, 0.983], [-2.294, 3.289, 1.648], [1.802, 6.413, 3.122], [1.222, 4.847, 2.541], [2.502, 4.926, 3.752], [3.484, 6.463, 1.524], [4.084, 4.918, 2.057], [4.083, 4.727, -1.759], [3.093, 6.180, -1.750], [4.476, 6.037, -0.661], [4.342, 3.088, 0.158], [1.844, 2.266, 1.700], [3.356, 2.881, 2.326], [4.557, 1.019, 2.000], [2.663, 0.312, 3.358], [3.419, -1.009, 2.482], [1.019, 0.372, 1.216], [1.544, -1.308, 1.064], [-0.577, -1.065, 2.401], [0.330, -0.098, 3.589], [0.352, -2.486, 4.738], [3.750, -0.592, 0.118], [2.914, -0.336, -2.508], [1.475, -0.372, -1.552], [1.940, 3.706, -2.142], [1.782, 2.097, -2.754], [0.440, 2.226, -0.163], [-0.121, 3.513, -1.185], [-1.209, 2.150, -2.650], [-0.069, 0.838, -2.548], [-1.167, 0.900, 0.048], [-1.665, -0.193, -1.224], [-3.678, 0.762, -1.441], [-3.060, 2.426, -1.387], [-4.585, 1.285, 0.557], [-3.001, 0.919, 1.192], [-1.723, 2.412, 1.971], [-1.653, 3.897, 0.998], [-2.545, 3.884, 2.528], [-2.666, -2.949, -1.741], [-3.528, -2.086, -1.004], [-2.283, -2.387, -2.590], [-1.826, -3.281, -1.121], [-3.212, -3.814, -2.119], [-3.880, -2.590, -0.265], [-5.543, 1.476, 3.525], [-5.364, 0.403, 4.438], [-4.585, 1.699, 3.063], [-6.259, 1.215, 2.740], [-5.896, 2.369, 4.044], [-6.219, 0.264, 4.863], [-5.173, -5.268, -4.230], [-4.277, -4.215, -4.578], [-4.577, -6.168, -4.097], [-5.684, -5.047, -3.293], [-5.907, -5.443, -5.021], [-4.797, -3.415, -4.689], [-3.588, -6.286, -0.542], [-4.803, -5.651, -0.940], [-2.770, -5.634, -0.837], [-3.563, -6.421, 0.542], [-3.461, -7.252, -1.037], [-5.529, -6.225, -0.682], [3.924, 1.502, -5.064], [3.210, 0.414, -4.476], [4.975, 1.382, -4.812], [3.815, 1.496, -6.150], [3.564, 2.452, -4.669], [2.281, 0.524, -4.711], [4.698, 8.016, -3.980], [4.606, 6.655, -4.393], [4.882, 8.013, -2.908], [5.526, 8.529, -4.473], [3.770, 8.559, -4.176], [4.452, 6.645, -5.342], [1.696, 4.351, -5.734], [0.999, 3.293, -5.070], [2.752, 4.257, -5.496], [1.571, 4.287, -6.816], [1.342, 5.324, -5.385], [0.066, 3.391, -5.283], [-3.532, -4.555, 3.462], [-2.900, -5.737, 2.971], [-4.094, -4.127, 2.635], [-4.222, -4.783, 4.275], [-2.798, -3.823, 3.807], [-2.410, -6.134, 3.698], [-9.292, 1.452, 4.770], [-8.044, 1.534, 5.455], [-9.279, 0.533, 4.188], [-10.129, 1.411, 5.470], [-9.430, 2.296, 4.090], [-8.040, 2.341, 5.976], [0.425, -7.184, 2.157], [0.031, -5.915, 1.658], [1.465, -7.313, 1.862], [0.369, -7.237, 3.248], [-0.162, -7.998, 1.725], [-0.886, -5.757, 1.900], [2.624, -1.775, 7.394], [3.506, -1.686, 6.284], [3.220, -2.056, 8.258], [2.137, -0.818, 7.603], [1.857, -2.540, 7.238], [2.984, -1.449, 5.510], [3.897, -6.280, 0.631], [3.282, -5.056, 0.238], [4.926, -6.260, 0.280], [3.896, -6.383, 1.720], [3.386, -7.136, 0.183], [2.369, -5.078, 0.546], [3.374, -3.138, -6.104], [3.139, -1.883, -6.728], [3.010, -3.907, -6.781], [4.439, -3.306, -5.924], [2.833, -3.225, -5.156], [3.454, -1.194, -6.136]]}

***

{"formula": "C30H90N8O12", "method": "ωB97M-V/def2-TZVPD", "de_lowest_kj_mol": 0.0, "spin_multiplicity": 1, "gap_ev": 9.3, "homo_energy_ev": -8.8625, "e_tot_ev": -69055.7366, "smiles": "COC[C@H](C)N.COC[C@H](C)N.COC[C@H](C)N.COC[C@H](C)N.COC[C@H](C)N.COC[C@H](C)N.NC(N)=O.CO.CO.CO.CO.CO", "elements": ["C", "O", "C", "C", "C", "N", "H", "H", "H", "H", "H", "H", "H", "H", "H", "H", "H", "C", "O", "C", "C", "C", "N", "H", "H", "H", "H", "H", "H", "H", "H", "H", "H", "H", "C", "O", "C", "C", "C", "N", "H", "H", "H", "H", "H", "H", "H", "H", "H", "H", "H", "C", "O", "C", "C", "C", "N", "H", "H", "H", "H", "H", "H", "H", "H", "H", "H", "H", "C", "O", "C", "C", "C", "N", "H", "H", "H", "H", "H", "H", "H", "H", "H", "H", "H", "C", "O", "C", "C", "C", "N", "H", "H", "H", "H", "H", "H", "H", "H", "H", "H", "H", "N", "C", "N", "O", "H", "H", "H", "H", "C", "O", "H", "H", "H", "H", "C", "O", "H", "H", "H", "H", "C", "O", "H", "H", "H", "H", "C", "O", "H", "H", "H", "H", "C", "O", "H", "H", "H", "H"], "xyz": [[-5.569, 3.635, 1.358], [-4.737, 3.936, 2.501], [-3.328, 3.940, 2.198], [-2.576, 3.947, 3.494], [-3.021, 2.804, 4.416], [-2.751, 5.273, 4.109], [-5.304, 2.608, 1.060], [-5.427, 4.356, 0.549], [-6.617, 3.658, 1.712], [-3.113, 3.039, 1.624], [-3.058, 4.846, 1.665], [-1.524, 3.780, 3.325], [-4.104, 2.778, 4.683], [-2.485, 2.925, 5.374], [-2.818, 1.781, 4.030], [-2.393, 5.155, 5.045], [-3.767, 5.505, 4.268], [6.721, -4.704, -1.667], [5.835, -3.661, -1.754], [4.488, -3.943, -1.451], [3.920, -2.556, -1.093], [4.488, -1.772, 0.063], [2.490, -2.729, -0.886], [7.701, -4.182, -1.658], [6.653, -5.448, -2.486], [6.693, -5.241, -0.703], [3.869, -4.346, -2.261], [4.470, -4.608, -0.592], [4.207, -1.977, -1.971], [5.562, -1.595, 0.099], [4.246, -2.350, 0.997], [3.994, -0.817, 0.087], [1.917, -2.947, -1.688], [2.059, -1.927, -0.434], [0.592, 4.778, 1.073], [-0.726, 4.459, 0.660], [-0.943, 4.453, -0.790], [-1.207, 5.771, -1.424], [-2.630, 6.190, -1.100], [-0.991, 5.610, -2.864], [1.232, 3.931, 1.022], [0.600, 5.024, 2.140], [0.916, 5.615, 0.444], [-0.117, 3.888, -1.276], [-1.806, 3.774, -0.918], [-0.462, 6.474, -0.931], [-2.720, 7.112, -1.596], [-2.793, 6.407, -0.021], [-3.292, 5.408, -1.502], [-0.019, 5.527, -3.076], [-1.370, 6.382, -3.443], [1.828, 0.801, -1.754], [1.169, 0.070, -0.717], [0.112, 0.759, -0.093], [-0.534, -0.243, 0.870], [-1.788, 0.361, 1.584], [0.413, -0.690, 1.867], [2.127, 1.858, -1.478], [1.080, 0.812, -2.520], [2.740, 0.297, -2.095], [0.443, 1.666, 0.409], [-0.659, 0.950, -0.809], [-0.876, -1.093, 0.247], [-1.482, 1.187, 2.243], [-2.149, -0.466, 2.217], [-2.536, 0.697, 0.881], [1.161, -1.160, 1.400], [-0.033, -1.361, 2.496], [3.609, -2.693, -6.104], [2.260, -2.761, -5.632], [2.104, -3.242, -4.347], [0.673, -3.270, -3.936], [0.183, -1.888, -3.758], [0.502, -3.999, -2.723], [4.156, -1.868, -5.648], [3.476, -2.431, -7.154], [4.176, -3.603, -6.039], [2.518, -4.250, -4.254], [2.643, -2.660, -3.585], [0.116, -3.726, -4.766], [-0.871, -1.758, -3.559], [0.411, -1.186, -4.539], [0.597, -1.398, -2.884], [0.534, -4.995, -2.979], [-0.420, -3.794, -2.331], [-3.977, -2.984, 1.138], [-2.615, -3.209, 0.750], [-1.747, -3.598, 1.830], [-2.043, -5.056, 2.185], [-0.994, -5.675, 3.127], [-2.248, -5.945, 1.039], [-4.524, -2.741, 0.232], [-4.109, -2.092, 1.783], [-4.430, -3.884, 1.601], [-0.751, -3.430, 1.443], [-1.862, -2.937, 2.705], [-2.966, -5.034, 2.770], [-0.004, -5.699, 2.696], [-1.325, -6.684, 3.412], [-0.905, -5.117, 4.051], [-1.521, -6.600, 0.901], [-2.398, -5.433, 0.170], [0.788, 1.665, 3.975], [2.182, 1.953, 4.019], [2.898, 1.202, 3.102], [2.733, 2.699, 4.800], [0.510, 1.244, 3.126], [0.094, 2.245, 4.471], [2.473, 0.679, 2.361], [3.905, 1.204, 3.127], [-3.952, 0.060, -1.917], [-2.881, 0.905, -2.293], [-3.745, -0.253, -0.909], [-4.886, 0.620, -1.941], [-3.939, -0.792, -2.588], [-2.991, 1.123, -3.218], [-1.615, -1.542, 5.460], [-0.376, -1.697, 4.761], [-1.656, -0.760, 6.250], [-2.433, -1.288, 4.748], [-1.974, -2.464, 5.890], [0.058, -0.829, 4.857], [-2.298, 2.909, -5.116], [-3.316, 1.978, -4.727], [-2.202, 2.964, -6.199], [-2.433, 3.893, -4.731], [-1.365, 2.493, -4.753], [-4.167, 2.362, -4.906], [2.069, -3.771, 2.582], [2.271, -4.534, 1.418], [2.329, -4.320, 3.501], [2.673, -2.868, 2.635], [1.009, -3.490, 2.520], [2.270, -4.028, 0.590], [4.814, 3.431, -2.544], [3.679, 3.866, -1.746], [5.631, 2.961, -1.979], [4.408, 2.712, -3.229], [5.143, 4.305, -3.100], [4.047, 4.388, -1.052]]}

***

no.,F_max (eV Å⁻¹)
1,4.1
2,1.4
3,3.1